Arrangement P

A cluster of 7 separate species, H14O7 in total. Source: the OMol25 dataset; level of theory: the ωB97M-V functional and the def2-TZVPD basis.

XYZ file:
```
21
Properties=species:S:1:pos:R:3
O 0.402 -0.755 0.785
H 0.901 -0.928 -0.017
H 0.943 -0.144 1.305
O 1.282 -0.613 -1.849
H 1.603 -0.507 -2.758
H 0.384 -0.230 -1.830
O 0.292 -3.322 -2.884
H 0.704 -2.634 -2.351
H -0.452 -3.751 -2.485
O 1.497 1.339 2.158
H 0.803 1.714 2.690
H 2.280 1.562 2.673
O -2.315 1.189 0.534
H -2.156 1.824 1.207
H -1.540 1.209 0.003
O 0.532 2.619 -0.137
H 0.737 3.400 0.319
H 0.687 1.940 0.531
O -2.583 -1.511 0.664
H -1.632 -1.782 0.832
H -2.365 -0.610 0.617
```

Properties
* net charge: 0
* LUMO: -0.32 eV
* structure (SMILES): O.O.O.O.O.O.O
* HOMO level: -10.21 eV
* HOMO-LUMO gap: 9.886 eV



Arrangement Q

A cluster of 7 separate species, H14O7 in total. Source: the OMol25 dataset; level of theory: the ωB97M-V functional and the def2-TZVPD basis.

XYZ file:
```
21
Properties=species:S:1:pos:R:3
O -0.090 1.173 -0.453
H -0.050 0.335 -0.113
H 0.827 1.462 -0.475
O -1.855 -0.401 -2.126
H -1.627 0.151 -1.383
H -1.236 -0.179 -2.793
O -1.937 2.094 1.168
H -1.855 1.471 1.948
H -1.133 2.001 0.617
O 2.563 1.553 0.399
H 2.536 1.356 1.401
H 3.395 1.935 0.258
O 3.140 -0.898 -0.479
H 2.805 -1.506 0.202
H 2.824 -0.027 -0.209
O -2.304 -1.140 0.682
H -2.966 -0.547 0.291
H -2.793 -1.803 1.103
O -0.034 -2.294 -0.383
H 0.471 -2.853 0.178
H -0.679 -1.883 0.167
```

Properties
* net charge: 0
* LUMO: -0.10 eV
* structure (SMILES): O.O.O.O.O.O.O
* HOMO level: -10.77 eV
* HOMO-LUMO gap: 10.668 eV



Stability, highest: arrangement P



Arrangement P

A cluster of 7 separate species, H14O7 in total. Source: the OMol25 dataset; level of theory: the ωB97M-V functional and the def2-TZVPD basis.

XYZ file:
```
21
Properties=species:S:1:pos:R:3
O 1.875 0.734 -0.124
H 1.451 0.923 0.721
H 1.227 1.016 -0.780
O -2.804 3.446 -1.463
H -3.251 4.072 -0.882
H -1.981 3.246 -1.003
O -1.732 1.449 -1.254
H -2.316 1.615 -0.505
H -0.942 1.964 -1.053
O 1.413 -3.817 -1.247
H 1.191 -4.755 -1.227
H 1.390 -3.551 -0.321
O 4.541 0.107 3.871
H 4.862 0.931 3.486
H 5.343 -0.400 4.040
O -1.617 -0.441 1.920
H -1.807 -0.962 1.132
H -0.963 -0.965 2.396
O -1.645 -1.477 -1.949
H -2.278 -1.774 -1.287
H -2.172 -1.378 -2.750
```

Properties
* net charge: 0
* LUMO: 0.24 eV
* structure (SMILES): O.O.O.O.O.O.O
* HOMO level: -10.68 eV
* HOMO-LUMO gap: 10.919 eV



Arrangement Q

A cluster of 7 separate species, H14O7 in total. Source: the OMol25 dataset; level of theory: the ωB97M-V functional and the def2-TZVPD basis.

XYZ file:
```
21
Properties=species:S:1:pos:R:3
O 0.098 1.106 -0.660
H 0.475 1.766 -0.128
H 0.803 0.536 -0.993
O 2.459 3.715 -1.023
H 2.985 3.622 -0.166
H 1.815 3.038 -1.105
O -3.034 0.684 -0.690
H -3.440 0.091 -1.336
H -2.098 0.460 -0.699
O 0.269 1.396 2.648
H -0.032 1.384 3.481
H -0.097 0.638 2.150
O 3.160 -2.935 -0.053
H 3.688 -2.458 -0.686
H 3.883 -3.549 0.368
O 0.541 -2.898 -0.262
H 1.156 -2.153 -0.122
H -0.251 -2.435 -0.506
O -3.633 -0.871 0.054
H -3.274 -1.464 -0.557
H -4.493 -1.060 0.194
```

Properties
* net charge: 0
* LUMO: -0.01 eV
* structure (SMILES): O.O.O.O.O.O.O
* HOMO level: -8.02 eV
* HOMO-LUMO gap: 8.005 eV



Arrangement R

A cluster of 7 separate species, H14O7 in total. Source: the OMol25 dataset; level of theory: the ωB97M-V functional and the def2-TZVPD basis.

XYZ file:
```
21
Properties=species:S:1:pos:R:3
O -2.753 1.271 5.612
H -2.904 0.629 4.918
H -2.828 0.770 6.423
O 0.386 -0.068 0.000
H 0.977 0.342 0.631
H 0.918 -0.186 -0.787
O 3.180 1.932 -4.154
H 3.491 2.116 -5.041
H 3.490 2.673 -3.633
O 2.310 1.926 4.488
H 1.894 2.634 4.979
H 2.403 1.216 5.123
O -0.995 -4.341 1.671
H -0.360 -4.962 1.314
H -0.919 -3.570 1.108
O -3.847 0.391 -1.857
H -3.608 1.167 -2.363
H -3.069 0.197 -1.334
O 0.691 -1.733 -5.543
H 1.185 -1.000 -5.175
H 0.359 -1.403 -6.378
```

Properties
* net charge: 0
* LUMO: 0.33 eV
* structure (SMILES): O.O.O.O.O.O.O
* HOMO level: -11.33 eV
* HOMO-LUMO gap: 11.664 eV



Arrangement S

A cluster of 7 separate species, H14O7 in total. Source: the OMol25 dataset; level of theory: the ωB97M-V functional and the def2-TZVPD basis.

XYZ file:
```
21
Properties=species:S:1:pos:R:3
O -6.036 -2.914 20.420
H -5.274 -3.385 20.071
H -5.889 -1.987 20.190
O -9.849 -0.715 22.043
H -9.501 -1.212 21.285
H -9.075 -0.295 22.426
O -7.772 0.375 17.727
H -7.546 1.165 17.229
H -7.326 -0.361 17.283
O -8.725 -2.078 19.799
H -8.668 -1.647 18.940
H -7.881 -2.543 19.910
O -6.447 -1.855 23.164
H -5.561 -1.512 23.310
H -6.339 -2.544 22.494
O -6.770 -2.204 17.220
H -5.991 -2.374 16.680
H -7.417 -2.857 16.930
O -9.825 -4.688 20.296
H -10.436 -4.950 20.990
H -9.875 -3.722 20.268
```

Properties
* net charge: 0
* LUMO: -0.18 eV
* structure (SMILES): O.O.O.O.O.O.O
* HOMO level: -10.19 eV
* HOMO-LUMO gap: 10.004 eV



Stability, highest: arrangement S



Arrangement P

A cluster of 7 separate species, H14O7 in total. Source: the OMol25 dataset; level of theory: the ωB97M-V functional and the def2-TZVPD basis.

XYZ file:
```
21
Properties=species:S:1:pos:R:3
O -1.148 2.095 -1.919
H -1.606 1.212 -1.904
H -0.784 2.379 -1.028
O -0.504 -0.116 0.839
H -0.435 0.802 0.853
H 0.405 -0.326 0.756
O -1.502 -2.752 1.721
H -1.312 -1.682 1.551
H -2.253 -2.940 1.166
O 0.222 2.575 1.227
H 0.418 2.103 2.096
H 1.151 2.697 1.020
O 1.691 -0.386 -1.602
H 1.349 0.504 -1.614
H 2.688 -0.193 -1.711
O 1.961 -1.422 0.892
H 1.962 -1.030 0.051
H 2.865 -1.260 1.378
O -2.105 -0.474 -1.258
H -1.455 -0.493 -0.518
H -1.611 -1.299 -1.989
```

Properties
* net charge: 0
* LUMO: -0.42 eV
* structure (SMILES): O.O.O.O.O.O.O
* HOMO level: -10.49 eV
* HOMO-LUMO gap: 10.078 eV



Arrangement Q

A cluster of 7 separate species, H14O7 in total. Source: the OMol25 dataset; level of theory: the ωB97M-V functional and the def2-TZVPD basis.

XYZ file:
```
21
Properties=species:S:1:pos:R:3
O -2.288 0.633 0.436
H -2.544 0.025 -0.220
H -3.182 0.705 0.917
O 2.344 1.377 2.232
H 1.626 0.783 1.625
H 1.800 1.568 3.074
O -1.083 -2.504 0.821
H -0.553 -2.167 0.018
H -1.588 -1.738 1.448
O 3.250 -0.289 -1.457
H 2.584 -0.321 -2.183
H 3.076 -0.931 -0.734
O -1.444 2.970 -0.662
H -1.858 2.944 -1.540
H -1.595 2.181 -0.169
O 0.287 -1.843 -1.380
H 0.729 -2.439 -2.091
H -0.098 -1.180 -2.033
O 0.550 0.312 0.718
H 0.378 -0.566 0.183
H -0.383 0.484 0.993
```

Properties
* net charge: 0
* LUMO: -0.67 eV
* structure (SMILES): O.O.O.O.O.O.O
* HOMO level: -9.50 eV
* HOMO-LUMO gap: 8.835 eV



Arrangement R

A cluster of 7 separate species, H14O7 in total. Source: the OMol25 dataset; level of theory: the ωB97M-V functional and the def2-TZVPD basis.

XYZ file:
```
21
Properties=species:S:1:pos:R:3
O 2.328 -18.647 16.613
H 1.671 -19.322 16.786
H 2.886 -18.650 17.391
O 2.632 -18.154 20.789
H 3.270 -17.470 20.993
H 1.916 -18.007 21.407
O 3.694 -18.364 18.686
H 3.474 -18.520 19.604
H 4.647 -18.445 18.650
O 1.329 -20.169 20.548
H 2.064 -19.577 20.707
H 0.604 -19.793 21.048
O 1.287 -16.545 19.303
H 2.178 -16.880 19.401
H 0.909 -16.610 20.180
O 6.797 -20.151 19.591
H 5.949 -19.977 19.183
H 6.586 -20.376 20.498
O 5.742 -17.559 18.692
H 5.198 -16.859 18.331
H 6.499 -17.108 19.064
```

Properties
* net charge: 0
* LUMO: -0.52 eV
* structure (SMILES): O.O.O.O.O.O.O
* HOMO level: -9.80 eV
* HOMO-LUMO gap: 9.281 eV



Stability, highest: arrangement P



Arrangement P

A cluster of 2 separate species, C5H4N2O in total. Source: the OMol25 dataset; level of theory: the ωB97M-V functional and the def2-TZVPD basis.

XYZ file:
```
12
Properties=species:S:1:pos:R:3
C 2.058 0.120 -0.119
C 1.227 1.198 0.189
C -0.088 0.688 0.135
C -2.071 -0.156 -0.081
C 0.115 -0.634 0.116
H 3.087 0.070 -0.561
H 1.638 2.326 -0.278
H -3.305 -0.348 -0.147
H 1.696 -2.117 0.852
N -1.225 -1.189 -0.029
N 1.397 -1.076 -0.128
O -1.470 1.079 -0.027
```

Properties
* net charge: 0
* LUMO: -0.55 eV
* HOMO level: -8.35 eV
* HOMO-LUMO gap: 7.798 eV



Arrangement Q

A structure of composition C5H4N2O. Source: the OMol25 dataset; level of theory: the ωB97M-V functional and the def2-TZVPD basis.

XYZ file:
```
12
Properties=species:S:1:pos:R:3
C 1.091 1.699 -0.167
C 1.261 0.688 -1.121
C 0.298 -0.298 -0.702
C -1.034 -1.587 0.580
C -0.403 0.232 0.374
H 1.534 2.631 -0.294
H 1.779 0.554 -2.205
H 0.032 -2.671 -0.911
H -1.408 -2.487 0.679
N -0.250 -1.575 -0.639
N -1.270 -0.421 1.097
O 0.179 1.442 0.718
```

Properties
* net charge: 0
* LUMO: 0.71 eV
* HOMO level: -8.04 eV
* HOMO-LUMO gap: 8.754 eV



Stability, highest: arrangement Q



Arrangement P

An isolated molecule of C5H4N2O. Source: the OMol25 dataset; level of theory: the ωB97M-V functional and the def2-TZVPD basis.

XYZ file:
```
12
Properties=species:S:1:pos:R:3
N -0.715 -0.634 -2.623
C -0.105 -0.787 -1.677
C 0.431 -0.969 -0.316
C -0.502 -0.199 0.624
O -0.692 -0.670 1.906
C 0.767 0.488 0.378
C 0.603 1.659 -0.442
N 0.453 2.708 -0.958
H 1.106 -1.781 -0.103
H -1.304 0.327 0.131
H -1.669 -0.722 2.099
H 1.629 0.581 0.981
```

Properties
* net charge: 0
* LUMO: 0.26 eV
* structure (SMILES): N#C[C@@H]1[C@@H](O)[C@@H]1C#N
* HOMO level: -10.88 eV
* HOMO-LUMO gap: 11.134 eV



Arrangement Q

An isolated molecule of C5H4N2O. Source: the OMol25 dataset; level of theory: the ωB97M-V functional and the def2-TZVPD basis.

XYZ file:
```
12
Properties=species:S:1:pos:R:3
C 2.798 -0.195 0.004
C 1.661 0.530 0.006
C 0.329 -0.020 -0.038
N 0.172 -1.309 0.008
N -1.370 -1.513 -0.005
C -1.956 -0.364 0.037
C -0.921 0.735 -0.071
O -1.033 1.921 0.019
H 3.801 0.175 0.142
H 2.715 -1.275 -0.062
H 1.711 1.622 0.017
H -3.041 -0.254 0.100
```

Properties
* net charge: 0
* LUMO: -1.77 eV
* structure (SMILES): C=CC1=NN=CC1=O
* HOMO level: -9.90 eV
* HOMO-LUMO gap: 8.128 eV



Arrangement R

An isolated molecule of C5H4N2O. Source: the OMol25 dataset; level of theory: the ωB97M-V functional and the def2-TZVPD basis.

XYZ file:
```
12
Properties=species:S:1:pos:R:3
C -2.371 0.418 -0.857
C -1.349 0.157 -0.370
C 0.162 -0.673 0.007
O -0.082 -1.966 0.225
C 0.853 0.138 1.042
C 1.652 1.000 0.437
N 1.551 0.736 -0.997
N 0.749 -0.198 -1.233
H -3.311 0.755 -1.105
H -1.026 -2.207 -0.123
H 0.814 0.136 2.129
H 2.357 1.704 0.846
```

Properties
* net charge: 0
* LUMO: -0.34 eV
* structure (SMILES): C#C[C@]1(O)C=CN=N1
* HOMO level: -9.71 eV
* HOMO-LUMO gap: 9.370 eV



Stability, highest: arrangement P